(1)
Entry from the Open Molecules 2025 dataset: an isolated molecule of C11H9NOSe in a non-equilibrium geometry (ωB97M-V with the def2-TZVPD basis set).

```
23
Properties=species:S:1:pos:R:3:forces:R:3
C -3.264929 -0.803299 0.316056 0.760 -0.465 -0.778
C -3.582586 0.498980 0.677061 0.309 0.863 0.040
C -2.023555 -1.175824 -0.244442 -1.430 -1.242 1.029
C -2.519474 1.419685 0.570811 0.464 -0.221 0.005
C -1.019050 -0.294328 -0.471049 2.749 2.971 -0.442
C -1.284956 1.037426 0.067798 0.139 0.093 -0.853
C 3.414831 -0.057098 -0.647163 -0.557 0.006 0.799
C 2.999405 -1.004795 0.361808 2.264 -1.375 -2.209
C 2.656249 1.046962 -0.845124 0.429 1.579 -2.371
C 2.050604 -0.597751 1.148425 -3.127 -1.755 2.637
C 1.489226 1.249391 -0.084023 0.564 -1.909 -0.464
N 0.184055 -0.484587 -1.062662 -0.132 -2.061 -0.759
O 1.381425 0.525150 1.013264 -0.239 1.553 0.905
Se 0.118758 2.364283 -0.455762 -1.929 0.506 0.292
H -3.956280 -1.607163 0.385113 -0.789 -0.399 0.303
H -4.562543 0.915429 1.019537 0.937 -0.996 -0.261
H -1.642106 -2.185486 -0.398751 -1.145 -0.286 -0.123
H -2.661377 2.421789 0.941014 -0.002 0.284 -0.102
H 4.253145 -0.159242 -1.292005 0.566 -0.614 -0.315
H 3.273065 -2.092420 0.398302 0.256 1.495 0.032
H 2.822772 1.691857 -1.799919 -0.272 -1.075 2.086
H 1.508702 -1.237567 1.901893 1.068 0.756 -0.682
H 0.364629 -1.471388 -1.500190 -0.884 2.291 1.229
```
Forces are in eV/Å.

Computed properties:
* maximum force: 4.5 eV Å⁻¹
* relative energy (zero: lowest compared OMol25 entry of this formula, charge and spin): 3.000 eV

=====

(2)
Entry from the Open Molecules 2025 dataset: a cluster of 14 separate species, C6H41N2O13 in total in a non-equilibrium geometry (ωB97M-V with the def2-TZVPD basis set).

```
62
Properties=species:S:1:pos:R:3:forces:R:3
C -1.405491 2.904304 2.121209 0.052 2.209 1.050
C -1.000912 2.266762 0.824624 1.179 -1.181 1.182
C 0.564848 2.048952 0.858517 0.263 2.597 -0.765
C 1.118165 1.617132 -0.447774 -1.551 -1.763 -2.025
C 0.414481 0.644630 -1.129757 5.106 3.749 -0.711
N 0.765644 0.443308 -2.454006 -0.577 -0.127 -0.637
C 2.156393 2.449820 -1.199573 0.869 0.128 0.983
N -1.577095 3.007472 -0.337281 2.888 -0.896 -1.776
H -2.340298 3.492726 2.048950 -0.147 -0.904 0.139
H -0.712598 3.767496 2.389933 -0.327 -1.244 -0.318
H -1.415250 2.221406 2.984714 -0.120 0.226 -0.463
H -1.367512 1.224505 0.737884 -0.197 0.843 0.097
H 1.176393 2.958679 1.128065 -1.160 -0.366 -0.005
H 0.763096 1.395089 1.665883 0.037 -1.033 0.859
H -0.278289 0.023065 -0.741205 -2.348 -1.839 1.289
H 0.554644 -0.460960 -2.791256 -0.235 -0.857 -0.634
H 1.655835 0.778106 -2.796480 -0.131 -0.017 0.385
H 2.820217 2.920984 -0.459568 -0.261 -0.102 -0.123
H 2.894785 1.943820 -1.871191 -1.032 0.007 0.508
H 1.720400 3.281230 -1.743750 -0.310 0.121 -0.305
H -0.791898 3.409182 -0.938813 -1.100 -0.665 0.196
H -2.125341 3.796075 -0.110048 -1.060 0.845 0.636
H -2.095809 2.314189 -0.960136 0.222 0.926 0.799
H -1.990080 -1.814242 0.950735 0.841 -0.287 -1.865
H -2.759436 -0.465288 1.225359 -1.114 1.322 -1.500
O -2.329016 -1.204248 1.575044 -0.710 0.040 3.549
H -1.458838 -3.171860 -0.013237 0.210 0.202 -0.839
H -0.123311 -2.575125 0.120763 -0.563 0.194 -0.371
O -1.024697 -2.316766 -0.269243 0.648 -1.417 0.392
H 1.171326 -1.520571 3.352272 -0.554 0.684 0.089
H 2.527398 -2.119011 3.668549 1.279 0.037 0.774
O 1.765135 -2.239281 3.140060 -0.527 -1.031 -0.502
H -1.225533 -1.841738 -1.992515 0.207 -0.426 0.912
H -2.364061 -1.923193 -2.964714 -1.006 -0.833 -0.538
O -1.635137 -1.381651 -2.728501 0.492 1.443 -0.247
H 3.717854 -3.029286 1.124802 0.103 -0.686 -0.497
H 4.002135 -4.539212 0.612831 0.208 0.381 0.338
O 3.485163 -3.736834 0.486940 -0.260 0.249 0.025
H 4.758111 0.282991 0.325033 -0.312 0.952 -0.618
H 4.995822 1.218316 -0.931790 -0.972 -0.418 1.364
O 4.355557 1.028464 -0.187103 1.664 -0.682 -0.628
H -2.730003 1.168480 -3.876260 -1.703 -2.058 -3.483
H -1.693296 0.799705 -2.717302 -1.838 1.967 -2.216
O -2.322715 1.524928 -3.162484 3.682 -0.131 4.631
H -1.243423 -0.614462 2.656811 2.452 -0.165 0.992
H -0.827628 -1.798066 3.252782 0.984 0.213 0.699
O -0.395892 -0.914370 3.221187 -3.419 0.009 -1.284
H -2.011791 -5.786310 0.484852 1.209 -0.642 -0.704
H -2.893400 -4.843156 0.939071 -0.693 1.114 0.154
O -2.175234 -4.861309 0.302878 -0.704 -0.371 0.588
H -4.034404 1.304448 -0.695795 -0.403 -0.377 -0.481
H -3.057658 0.210766 -1.509153 -0.827 2.470 2.313
O -3.141921 0.962315 -0.771600 0.561 -2.833 -1.265
H 2.173308 -1.409777 1.319081 0.946 0.332 0.328
H 2.859588 -0.395453 0.423496 0.185 0.296 -0.255
O 3.022483 -0.921316 1.212471 -1.001 -0.483 -0.200
H -1.358379 3.117489 -3.287979 -0.664 0.251 -0.041
H -0.021634 2.730747 -2.931819 -0.025 0.908 0.224
O -0.609263 3.520757 -2.833935 1.155 -0.927 -0.266
H 0.806650 -3.269809 1.944723 0.748 -0.816 -1.401
H 1.544198 -3.986406 0.740738 3.368 -0.976 -0.598
O 0.747616 -3.638636 1.014011 -3.709 1.839 2.065
```
Forces are in eV/Å.

Computed properties:
* maximum force: 6.4 eV Å⁻¹
* total charge: +1
* relative energy (zero: lowest compared OMol25 entry of this formula, charge and spin): 4.538 eV

=====

(3)
Entry from the Open Molecules 2025 dataset: a structure of composition C3H5Cl7 in a non-equilibrium geometry (ωB97M-V with the def2-TZVPD basis set).

```
15
Properties=species:S:1:pos:R:3:forces:R:3
C -2.712450 -1.041450 -1.586572 -0.944 -0.535 -2.797
Cl -4.319744 -0.611565 -2.262862 0.429 -0.312 0.293
Cl -1.506410 -1.136116 -2.876537 0.088 -0.074 -0.225
Cl -2.725334 -2.558953 -0.683823 -0.738 -0.737 -1.011
H -2.354569 -0.227352 -0.956290 -1.025 -0.451 -2.198
C -0.510167 0.203872 1.400494 -1.358 0.277 0.775
Cl -2.017002 -0.353192 0.632349 2.375 1.724 5.399
Cl -0.615065 0.090419 3.148764 0.107 0.070 0.480
H 0.359370 -0.380739 1.100097 -1.554 -0.515 0.362
H -0.410626 1.252928 1.121816 -0.007 -0.302 0.202
C 3.398364 1.083006 0.199380 0.501 0.155 -0.191
Cl 4.600294 -0.244465 0.052620 -0.657 0.454 0.043
Cl 1.698789 0.560627 0.193424 2.773 0.676 -1.068
H 3.568066 1.590560 1.148954 -0.003 -0.203 -0.178
H 3.546484 1.772420 -0.631813 0.013 -0.228 0.116
```
Forces are in eV/Å.

Computed properties:
* maximum force: 6.1 eV Å⁻¹
* relative energy (zero: lowest compared OMol25 entry of this formula, charge and spin): 2.982 eV